# H22O11

A cluster of 11 separate species, H22O11 in total in a non-equilibrium geometry (ωB97M-V with the def2-TZVPD basis set, the OMol25 dataset).

Cartesian coordinates (Å):
O: -0.693 -0.404 -0.004
H: -0.174 0.402 -0.107
H: -1.140 -0.289 0.842
O: -4.169 -0.916 0.204
H: -4.455 -1.258 -0.650
H: -3.415 -1.468 0.438
O: 2.860 -2.738 2.178
H: 2.492 -3.011 1.330
H: 3.770 -2.496 1.971
O: 0.178 4.779 1.132
H: 0.449 5.704 1.152
H: 0.957 4.300 1.436
O: -4.784 -0.773 2.455
H: -4.354 0.082 2.338
H: -5.507 -0.762 1.818
O: -3.421 1.279 -1.326
H: -3.490 2.234 -1.210
H: -2.589 1.159 -1.798
O: 3.678 -1.040 1.134
H: 3.514 -0.246 0.613
H: 4.162 -1.619 0.533
O: 0.775 0.854 -1.925
H: 0.830 0.065 -2.476
H: 0.930 1.580 -2.540
O: -0.264 -3.031 -1.940
H: 0.686 -2.881 -1.880
H: -0.436 -3.710 -1.278
O: 3.118 3.170 -0.075
H: 2.737 3.983 -0.427
H: 2.359 2.688 0.274
O: 2.090 -1.782 -0.488
H: 1.233 -2.169 -0.275
H: 2.073 -1.689 -1.447

- SMILES string = O.O.O.O.O.O.O.O.O.O.O
- spin multiplicity = 1
- energy (hartree) = -840.7131
- strongest force on any atom (hartree/bohr) = 0.06932
- HOMO level (eV) = -9.6

***

# C24H46ClFNO15

A cluster of 6 separate species, C24H46ClFNO15 in total in a non-equilibrium geometry (ωB97M-V with the def2-TZVPD basis set, the OMol25 dataset).

Cartesian coordinates (Å):
C: 1.435 7.356 1.672
C: 1.795 6.014 2.295
Cl: 1.685 6.067 4.068
C: 0.939 4.884 1.750
C: 1.626 3.548 1.954
C: 2.873 3.248 1.208
N: 3.069 1.996 1.194
C: 4.229 1.299 0.623
C: 5.037 2.162 -0.298
F: 4.252 2.651 -1.312
C: 2.000 1.227 1.807
C: 0.835 2.247 1.986
H: 0.468 7.661 2.043
H: 1.417 7.235 0.599
H: 2.203 8.071 1.925
H: 2.837 5.837 2.068
H: -0.001 4.875 2.277
H: 0.718 5.098 0.711
H: 2.012 3.615 2.980
H: 3.509 3.985 0.767
H: 3.900 0.383 0.157
H: 4.887 1.043 1.444
H: 5.817 1.544 -0.723
H: 5.491 2.978 0.246
H: 1.659 0.570 1.016
H: 2.285 0.625 2.654
H: 0.124 2.089 1.194
H: 0.430 2.043 2.960
C: 1.479 -4.910 4.962
O: 1.824 -3.587 4.529
C: 2.707 -2.968 5.309
O: 3.217 -3.410 6.302
O: 2.937 -1.751 4.791
C: 3.876 -0.972 5.534
H: 0.760 -5.293 4.244
H: 2.358 -5.551 4.969
H: 1.025 -4.883 5.949
H: 4.849 -1.459 5.564
H: 3.517 -0.790 6.545
H: 3.973 -0.020 5.016
C: 2.421 -0.775 -2.429
O: 2.069 -2.136 -2.631
C: 3.009 -3.004 -2.243
O: 4.070 -2.709 -1.752
O: 2.562 -4.232 -2.477
C: 3.465 -5.280 -2.105
H: 1.589 -0.167 -2.775
H: 2.581 -0.576 -1.368
H: 3.310 -0.516 -3.002
H: 3.669 -5.249 -1.037
H: 4.392 -5.206 -2.670
H: 2.974 -6.218 -2.345
C: -3.436 3.012 -3.066
O: -3.783 1.640 -3.266
C: -2.854 0.768 -2.884
O: -1.784 1.043 -2.397
O: -3.309 -0.458 -3.131
C: -2.410 -1.506 -2.768
H: -4.276 3.605 -3.414
H: -3.276 3.217 -2.009
H: -2.550 3.276 -3.640
H: -2.206 -1.483 -1.698
H: -1.482 -1.428 -3.331
H: -2.894 -2.446 -3.012
C: -8.757 7.320 -2.766
O: -9.100 5.945 -2.952
C: -8.161 5.082 -2.570
O: -7.086 5.366 -2.102
O: -8.609 3.848 -2.800
C: -7.696 2.817 -2.427
H: -9.605 7.900 -3.116
H: -8.584 7.534 -1.713
H: -7.877 7.579 -3.352
H: -7.491 2.852 -1.358
H: -6.770 2.904 -2.991
H: -8.170 1.869 -2.665
C: 0.170 -6.013 -0.516
O: 0.326 -7.375 -0.119
C: -0.332 -8.247 -0.891
O: -1.008 -7.966 -1.846
O: -0.106 -9.471 -0.419
C: -0.753 -10.517 -1.152
H: 0.747 -5.412 0.183
H: 0.553 -5.857 -1.522
H: -0.875 -5.712 -0.461
H: -0.403 -10.536 -2.182
H: -1.833 -10.393 -1.124
H: -0.484 -11.448 -0.662

- spin multiplicity = 1
- energy (hartree) = -2685.2817
- strongest force on any atom (hartree/bohr) = 0.04485
- HOMO level (eV) = -12.3
- charge = +1